(1)
# C21H13Cl20O3PS

A 6-piece molecular cluster, C21H13Cl20O3PS overall in a non-equilibrium geometry (ωB97M-V with the def2-TZVPD basis set, OMol25).

Last column: natural (NBO) charge in e.
Positions of all 59 atoms, in Å:
O  -4.643  2.186  -0.288  -0.499
C  -3.428  2.164  -0.320  0.562
C  -2.556  2.914  0.658  -0.164
C  -2.840  4.180  1.102  -0.145
C  -2.004  4.803  2.004  -0.210
C  -0.876  4.167  2.470  0.025
C  0.054  4.806  3.505  -0.457
C  -0.275  6.265  3.819  -0.069
O  -0.212  7.106  2.675  -0.720
C  -0.556  2.898  2.001  -0.202
C  -1.395  2.300  1.109  -0.045
C  -1.121  0.922  0.547  0.571
O  -0.701  0.000  1.225  -0.519
C  -1.469  0.798  -0.921  -0.141
C  -0.692  0.135  -1.830  -0.085
C  -1.064  0.056  -3.154  -0.373
P  0.029  -0.801  -4.340  0.848
S  1.887  -0.616  -3.750  -0.597
C  -2.249  0.622  -3.571  -0.175
C  -3.049  1.303  -2.670  -0.170
C  -2.639  1.397  -1.367  -0.089
H  -3.742  4.657  0.727  0.229
H  -2.258  5.803  2.337  0.234
H  0.050  4.192  4.416  0.234
H  1.068  4.715  3.086  0.211
H  0.503  6.624  4.516  0.171
H  -1.224  6.396  4.345  0.188
H  0.603  6.921  2.197  0.467
H  0.345  2.413  2.367  0.231
H  0.245  -0.315  -1.519  0.245
H  -0.171  -0.110  -5.559  -0.011
H  -0.383  -2.134  -4.558  -0.006
H  -2.597  0.569  -4.600  0.222
H  -3.991  1.768  -2.945  0.239
Cl  -0.249  -5.257  0.890  0.051
C  1.025  -4.036  0.775  -0.223
Cl  2.542  -4.801  0.287  0.053
Cl  0.575  -2.834  -0.428  0.056
Cl  1.228  -3.253  2.350  0.052
Cl  1.180  -0.196  3.099  0.095
C  2.258  0.076  4.467  -0.229
Cl  3.126  -1.419  4.853  0.048
Cl  3.425  1.345  4.059  0.040
Cl  1.310  0.583  5.874  0.045
Cl  4.408  -7.927  -2.735  0.056
C  5.075  -6.314  -2.452  -0.225
Cl  5.383  -6.101  -0.719  0.053
Cl  6.593  -6.139  -3.341  0.055
Cl  3.926  -5.091  -3.006  0.068
Cl  -3.125  -6.890  5.488  0.053
C  -3.250  -5.804  4.097  -0.225
Cl  -1.698  -5.009  3.825  0.066
Cl  -3.692  -6.737  2.659  0.049
Cl  -4.492  -4.585  4.412  0.055
Cl  2.909  -1.549  -9.373  0.054
C  3.163  -1.742  -7.633  -0.217
Cl  4.098  -0.377  -7.018  0.069
Cl  1.597  -1.801  -6.811  0.037
Cl  4.039  -3.246  -7.326  0.061

**Structure (SMILES)**: O=C1c2ccc(CCO)cc2C(=O)c2cc([PH2]=S)ccc21.ClC(Cl)(Cl)Cl.ClC(Cl)(Cl)Cl.ClC(Cl)(Cl)Cl.ClC(Cl)(Cl)Cl.ClC(Cl)(Cl)Cl
**Total charge**: 0
**Calculated total energy**: -10977.056773 Eh

(2)
# C21H13N3O8W

C21H13N3O8W as an isolated structure (ωB97M-V with the def2-TZVPD basis set, OMol25).

Last column: natural (NBO) charge in e.
Positions of all 46 atoms, in Å:
W  0.405  -0.208  0.271  2.021
O  -4.568  0.486  -2.069  -0.689
C  -4.026  -0.552  -2.730  0.440
C  -4.795  -1.133  -3.739  -0.303
C  -4.309  -2.204  -4.456  -0.160
C  -3.044  -2.725  -4.190  -0.266
C  -2.279  -2.156  -3.195  -0.131
C  -2.748  -1.069  -2.450  -0.253
C  -1.887  -0.505  -1.398  0.605
O  -0.716  -1.053  -1.216  -0.713
N  -2.323  0.505  -0.690  -0.454
N  -1.378  0.887  0.266  -0.374
C  -1.669  1.936  0.971  0.154
C  -0.834  2.490  2.005  -0.199
C  -1.311  3.635  2.667  -0.135
C  -0.588  4.234  3.671  -0.248
C  0.644  3.692  4.040  -0.160
C  1.138  2.569  3.412  -0.258
C  0.414  1.952  2.388  0.360
O  0.952  0.866  1.818  -0.714
H  -3.924  0.788  -1.393  0.507
H  -5.774  -0.718  -3.933  0.224
H  -4.919  -2.642  -5.236  0.213
H  -2.667  -3.566  -4.755  0.215
H  -1.296  -2.542  -2.967  0.230
H  -2.614  2.426  0.760  0.207
H  -2.268  4.044  2.370  0.215
H  -0.969  5.116  4.167  0.222
H  1.221  4.157  4.828  0.219
H  2.090  2.137  3.687  0.228
O  6.212  -2.017  0.740  -0.633
C  4.910  -1.715  0.592  0.365
C  3.897  -2.457  1.216  -0.278
C  2.597  -2.060  0.996  0.137
N  2.337  -1.024  0.208  -0.506
C  3.281  -0.284  -0.372  0.130
C  4.608  -0.601  -0.207  -0.245
C  2.694  0.913  -1.113  0.760
O  3.399  1.735  -1.625  -0.541
O  1.360  0.925  -1.093  -0.708
C  1.331  -2.632  1.623  0.760
O  1.369  -3.589  2.346  -0.549
O  0.244  -1.949  1.277  -0.706
H  6.319  -2.789  1.308  0.492
H  4.102  -3.300  1.862  0.250
H  5.383  -0.003  -0.663  0.264

**Total charge**: 0
**Multiplicity**: 3
**<S²>**: 2.03
**Relative energy (zero: lowest compared OMol25 entry of this formula, charge and spin)**: 0.0 kJ/mol

(3)
# C21H14AgF5N4OS3Se

C21H14AgF5N4OS3Se as an isolated structure (ωB97M-V with the def2-TZVPD basis set, OMol25).

Last column: natural (NBO) charge in e.
Positions of all 50 atoms, in Å:
Ag  0.641  0.740  2.315  0.680
S  3.127  0.028  2.144  -0.460
C  3.494  0.066  3.840  -0.314
C  4.852  -0.239  4.147  0.305
N  5.962  -0.461  4.378  -0.423
C  2.650  0.342  4.894  -0.311
S  0.982  0.827  4.852  -0.440
C  3.168  0.209  6.215  0.305
N  3.547  0.093  7.300  -0.423
C  -3.982  -1.465  -2.242  -0.610
C  -3.525  -0.670  -1.022  -0.408
C  -2.123  -0.087  -1.198  -0.226
N  -1.074  -1.102  -1.221  -0.601
C  -0.492  -1.556  -0.093  0.282
S  -1.047  -1.193  1.431  -0.193
N  0.629  -2.375  -0.197  -0.647
C  1.221  -3.084  -1.226  0.644
O  2.368  -3.463  -1.107  -0.561
C  0.437  -3.473  -2.434  -0.075
C  -0.842  -4.020  -2.347  -0.209
C  -1.475  -4.490  -3.485  -0.211
C  -0.852  -4.410  -4.722  -0.211
C  0.430  -3.884  -4.810  -0.221
C  1.076  -3.437  -3.671  -0.195
H  -4.968  -1.905  -2.078  0.199
H  -3.279  -2.266  -2.463  0.202
H  -4.039  -0.815  -3.119  0.192
H  -3.524  -1.300  -0.133  0.221
H  -4.214  0.158  -0.843  0.206
H  -1.926  0.609  -0.386  0.261
H  -2.069  0.463  -2.140  0.195
H  -0.533  -1.176  -2.066  0.397
H  1.202  -2.346  0.641  0.462
H  -1.329  -4.096  -1.383  0.231
H  -2.466  -4.922  -3.409  0.210
H  -1.355  -4.773  -5.610  0.206
H  0.928  -3.826  -5.770  0.209
H  2.087  -3.053  -3.721  0.234
F  1.372  7.997  2.676  -0.312
C  0.968  6.795  2.229  0.227
C  -0.313  6.348  2.490  0.286
F  -1.152  7.132  3.192  -0.321
C  -0.726  5.119  2.015  0.292
F  -1.985  4.747  2.272  -0.305
C  0.113  4.281  1.276  -0.274
Se  -0.486  2.646  0.591  -0.463
C  1.396  4.773  1.019  0.312
F  2.243  4.060  0.280  -0.293
C  1.823  6.001  1.487  0.257
F  3.057  6.452  1.208  -0.309

**Total charge**: -2
**Relative energy (zero: lowest compared OMol25 entry of this formula, charge and spin)**: 0.0 kJ/mol

(4)
# C21H14BCl3F4IrN5O5S

C21H14BCl3F4IrN5O5S as an isolated structure (ωB97M-V with the def2-TZVPD basis set, OMol25).

Last column: natural (NBO) charge in e.
Positions of all 55 atoms, in Å:
Ir  -0.619  0.228  0.833  1.204
C  3.339  0.433  -3.366  -0.712
C  2.144  -0.380  -2.913  0.696
O  1.055  -0.335  -3.446  -0.625
N  2.418  -1.229  -1.882  -0.613
C  1.420  -2.053  -1.239  -0.269
C  1.592  -2.082  0.266  0.238
C  2.457  -3.062  0.746  -0.201
C  2.705  -3.204  2.097  -0.156
C  2.046  -2.360  2.965  -0.237
C  1.179  -1.424  2.440  0.077
N  0.945  -1.271  1.126  -0.462
H  3.160  0.794  -4.375  0.234
H  4.252  -0.161  -3.341  0.206
H  3.456  1.293  -2.704  0.254
H  3.331  -1.183  -1.460  0.393
H  1.567  -3.089  -1.549  0.208
H  0.435  -1.759  -1.586  0.262
H  2.933  -3.719  0.032  0.215
H  3.387  -3.964  2.456  0.218
H  2.169  -2.411  4.037  0.232
H  0.647  -0.774  3.111  0.255
O  0.769  2.878  -1.994  -0.619
C  -0.049  2.234  -1.365  0.780
O  0.327  1.287  -0.561  -0.664
C  -1.507  2.613  -1.568  -0.153
C  -1.774  3.364  -2.707  -0.157
C  -3.049  3.826  -2.989  -0.179
C  -4.101  3.568  -2.115  -0.217
C  -3.862  2.841  -0.971  -0.198
C  -2.573  2.346  -0.694  -0.154
S  -2.462  1.463  0.771  0.439
H  -0.943  3.579  -3.363  0.252
H  -3.223  4.397  -3.892  0.214
H  -5.097  3.932  -2.327  0.217
H  -4.661  2.628  -0.272  0.224
N  -1.567  -1.139  -0.312  -0.496
C  -2.058  -2.165  -0.532  0.511
C  -2.507  -3.437  -0.822  -0.583
C  -3.886  -3.721  -0.962  0.309
N  -5.009  -3.953  -1.084  -0.374
C  -1.515  -4.434  -0.990  0.318
N  -0.687  -5.225  -1.142  -0.395
Cl  1.988  2.049  4.645  0.020
C  2.031  2.814  3.037  -0.195
Cl  3.659  3.414  2.717  0.032
Cl  0.892  4.166  2.991  0.030
C  1.635  1.702  2.006  0.745
O  2.490  1.160  1.353  -0.605
O  0.370  1.466  2.089  -0.705
F  -0.847  -0.637  4.623  -0.552
B  -1.955  -0.359  3.848  1.370
F  -3.047  -1.116  4.171  -0.540
F  -2.217  0.988  3.751  -0.546
F  -1.581  -0.815  2.417  -0.545

**Total charge**: -1
**Multiplicity**: 2
**<S²>**: 0.77
**Relative energy (zero: lowest compared OMol25 entry of this formula, charge and spin)**: 45.8 kJ/mol